No. 1
The following is a DFT calculation (the ωB97M-V functional and the def2-TZVPD basis) of a 2-piece molecular cluster, C6H16N5 overall at a distorted geometry.

Orbital gap ... 0.3209 Eh
Electronic energy ... -511.68590 a.u.
Energy relative to the best compared isomer or geometry (same formula, charge and spin) ... 2.6163 eV
Net charge ... +1

Structure (XYZ):
```
27
Properties=species:S:1:pos:R:3:forces:R:3
N -0.383 0.831 -4.869 0.76 2.60 -2.12
N -0.519 0.190 2.342 1.85 -1.60 -0.60
N -1.469 0.208 0.136 -0.48 0.94 7.89
N 1.093 1.131 -3.232 0.98 2.71 -3.57
N 0.556 -0.818 0.665 0.03 -0.55 1.48
C 1.358 -1.074 1.905 -1.98 -0.31 -1.15
C -0.102 0.720 -3.575 -1.13 -0.84 -0.16
C -0.458 -0.068 1.020 -2.25 -0.22 -0.48
C -1.305 1.171 2.961 -0.61 1.58 1.96
C 0.488 -0.649 3.060 -1.42 -0.52 -1.21
C 0.596 -1.589 -0.544 0.74 -3.68 2.16
H 2.208 -0.580 1.690 3.00 2.53 0.34
H -1.337 0.986 -5.160 -0.10 -0.64 0.27
H -1.295 0.150 -0.769 0.33 0.03 -5.19
H 0.247 1.442 -5.522 -0.97 -1.38 1.46
H -2.408 0.961 2.923 1.05 0.27 0.56
H -1.052 2.053 2.446 -0.60 1.58 -1.05
H 0.060 -1.134 -1.263 -1.12 1.94 -2.89
H 0.056 -2.616 -0.508 0.90 1.39 0.63
H 1.038 -0.134 3.812 0.17 0.61 0.54
H 1.393 0.707 -2.446 1.85 -0.79 3.08
H -0.873 1.532 3.982 -1.15 -1.56 -1.37
H -2.314 0.586 0.612 0.94 -0.30 -1.54
H -0.084 -1.493 3.489 0.59 0.25 0.04
H 1.635 -1.795 -0.777 0.01 0.18 -0.47
H 1.723 -2.038 1.968 -0.02 -2.51 0.05
H 1.767 1.732 -3.848 -1.38 -1.71 1.32
```
Positions in Å, forces in eV/Å.

No. 2
The following is a DFT calculation (the ωB97M-V functional and the def2-TZVPD basis) of a 2-piece molecular cluster, C6H16NO overall at a distorted geometry.

Orbital gap (alpha / beta) ... 0.2915 / 0.2916 Eh
Electronic energy ... -367.78235 a.u.
Energy relative to the best compared isomer or geometry (same formula, charge and spin) ... 5.4449 eV
Net charge ... +1

Structure (XYZ):
```
24
Properties=species:S:1:pos:R:3:forces:R:3
O 1.087 -1.661 -1.570 -3.06 -2.38 1.11
N -0.659 0.968 0.130 -3.30 -2.29 -2.52
C 2.385 -2.077 0.509 -0.02 1.60 -2.08
C -1.231 2.090 0.753 -1.83 0.91 3.38
C 1.128 -2.015 -0.311 -0.12 1.95 1.58
C 0.203 0.159 0.926 2.80 -1.23 -1.11
C -0.207 1.213 -1.274 -1.30 -3.17 0.96
C -1.943 0.156 -0.069 0.98 -1.28 1.08
H -1.787 -0.570 -0.825 0.54 -1.42 0.07
H 2.389 -2.709 1.338 -0.49 -1.15 1.21
H -0.860 1.896 -1.657 -1.32 2.17 -1.25
H -0.382 0.262 -1.814 0.55 0.66 0.23
H 1.766 -1.174 -1.931 2.99 1.62 -0.81
H 3.188 -2.354 -0.159 0.46 -0.25 -0.19
H -0.607 2.889 0.983 1.47 1.31 0.01
H 0.262 -2.555 0.029 -0.24 -0.15 -0.34
H 2.585 -1.065 0.838 0.30 0.05 0.15
H -0.321 -0.347 1.687 -0.53 -0.16 1.06
H 1.013 0.822 1.243 0.15 -0.50 0.24
H 0.775 1.466 -1.274 2.83 1.08 -0.14
H -2.782 0.636 -0.443 -1.14 2.02 -0.74
H -1.658 1.753 1.743 0.64 0.29 -0.87
H -2.245 -0.168 0.925 0.19 -0.62 -0.25
H -2.099 2.383 0.225 -0.55 0.92 -0.79
```
Positions in Å, forces in eV/Å.

No. 3
The following is a DFT calculation (the ωB97M-V functional and the def2-TZVPD basis) of a 2-piece molecular cluster, C6H16NO overall at a distorted geometry.

Orbital gap ... 0.3585 Eh
Electronic energy ... -367.95902 a.u.
Energy relative to the best compared isomer or geometry (same formula, charge and spin) ... 0.6376 eV
Net charge ... +1

Structure (XYZ):
```
24
Properties=species:S:1:pos:R:3:forces:R:3
O 1.379 -0.409 1.196 0.29 0.09 -0.05
N -1.926 0.161 -0.981 0.75 -0.04 0.34
C -2.833 0.832 -0.009 -0.60 0.45 0.67
C -2.369 -1.232 -1.263 -0.29 -0.95 -0.18
C 3.165 -0.937 2.697 -0.29 -0.27 0.34
C 2.566 -0.307 1.461 -0.13 -0.03 0.00
C -1.795 0.952 -2.235 0.10 0.53 -0.83
C 3.520 0.457 0.573 -0.10 0.23 -0.41
H -2.424 -1.819 -0.331 0.10 0.45 -0.34
H 2.388 -1.462 3.277 0.32 0.26 -0.31
H 3.620 -0.163 3.339 -0.05 -0.28 -0.31
H -2.778 1.031 -2.729 0.37 -0.13 0.35
H -3.369 -1.217 -1.728 0.45 0.18 0.22
H -1.667 -1.731 -1.952 -0.22 0.41 0.33
H -3.847 0.907 -0.439 0.52 -0.12 0.04
H 3.978 1.290 1.131 -0.07 -0.39 -0.16
H -1.090 0.466 -2.930 -0.31 0.08 0.47
H -2.473 1.848 0.222 -0.01 -0.52 -0.23
H 2.987 0.870 -0.300 0.20 -0.20 0.40
H -2.891 0.257 0.930 0.17 0.14 -0.53
H -0.980 0.108 -0.542 -0.63 0.00 -0.24
H 3.946 -1.663 2.415 -0.19 0.37 0.09
H -1.429 1.970 -2.016 -0.17 -0.53 0.09
H 4.323 -0.208 0.212 -0.22 0.27 0.25
```
Positions in Å, forces in eV/Å.

No. 4
The following is a DFT calculation (the ωB97M-V functional and the def2-TZVPD basis) of a 2-piece molecular cluster, C6H16NO overall at a distorted geometry.

Orbital gap ... 0.3701 Eh
Electronic energy ... -367.88423 a.u.
Energy relative to the best compared isomer or geometry (same formula, charge and spin) ... 2.6727 eV
Net charge ... +1

Structure (XYZ):
```
24
Properties=species:S:1:pos:R:3:forces:R:3
O -0.180 0.025 1.157 0.72 0.97 -0.02
N 2.431 1.094 0.507 -3.29 2.71 0.63
C 0.358 -0.464 -2.124 2.56 -0.93 0.03
C -2.239 0.389 -0.123 1.75 2.09 -1.04
C -0.381 -1.276 1.548 -2.15 -1.94 -0.85
C 1.386 0.831 -0.260 2.53 -0.50 -0.06
C 1.512 -0.419 -1.072 -1.61 0.78 -0.96
C -1.381 0.710 1.082 -0.44 2.58 -0.65
H -3.227 0.699 0.101 -1.00 0.75 -0.14
H 0.314 0.435 -2.691 0.18 0.58 -0.81
H -0.928 -1.876 0.741 0.30 0.74 1.12
H 0.552 -1.710 1.579 2.22 -1.18 0.52
H -0.563 -0.574 -1.659 -1.56 -0.44 0.87
H -1.795 0.935 -1.037 -1.19 -0.93 1.22
H 2.387 1.791 1.250 -0.46 0.56 -0.71
H -0.892 -1.402 2.525 0.24 0.33 -0.56
H 3.158 0.520 0.784 1.54 -2.39 -0.45
H -1.934 0.539 1.948 -0.99 -0.71 1.74
H 2.507 -0.481 -1.601 -0.90 -0.23 1.10
H -1.158 1.815 1.209 -0.10 -1.05 -0.70
H 1.222 -1.163 -0.320 1.10 -0.48 -0.46
H -2.327 -0.645 -0.299 0.18 -1.35 -0.35
H 0.605 1.575 -0.514 0.71 -0.31 0.82
H 0.572 -1.347 -2.731 -0.35 0.36 -0.29
```
Positions in Å, forces in eV/Å.

No. 5
The following is a DFT calculation (the ωB97M-V functional and the def2-TZVPD basis) of a 2-piece molecular cluster, C6H16NO overall.

Orbital gap ... 0.3665 Eh
Electronic energy ... -367.97285 a.u.
Energy relative to the best compared isomer or geometry (same formula, charge and spin) ... 0.2612 eV
Net charge ... +1

Structure (XYZ):
```
24
Properties=species:S:1:pos:R:3:forces:R:3
O 0.709 0.034 0.270 0.04 0.27 0.12
N -1.157 2.009 1.099 -0.17 0.05 -0.07
C 1.106 -1.309 -0.023 0.37 -0.54 -0.03
C -1.240 2.118 -1.293 0.21 0.26 -0.38
C -2.349 0.244 0.006 -0.15 -0.40 0.16
C 2.339 -1.322 -0.920 -0.46 0.05 -0.01
C 1.354 -2.094 1.262 -0.25 0.18 -0.33
C -1.545 1.475 -0.012 0.07 0.13 0.33
H 2.573 -2.341 -1.218 0.08 -0.07 -0.03
H 0.468 -2.101 1.892 -0.06 0.00 0.08
H 1.612 -3.121 1.021 0.06 -0.13 0.03
H 2.169 -0.728 -1.816 0.02 0.01 -0.06
H -1.332 1.550 1.986 0.06 0.05 -0.10
H -3.408 0.513 0.032 -0.02 0.11 -0.04
H -0.512 1.495 -1.818 0.01 -0.07 0.09
H -2.125 2.153 -1.930 -0.06 0.01 0.09
H 0.251 -1.735 -0.558 0.08 0.00 0.03
H -2.191 -0.341 -0.896 0.07 0.03 -0.03
H -0.612 2.863 1.112 -0.12 -0.08 -0.01
H 3.197 -0.914 -0.390 0.14 0.04 0.09
H 2.179 -1.655 1.821 0.10 0.03 0.05
H -2.138 -0.368 0.880 0.03 -0.01 0.04
H 1.477 0.461 0.672 -0.06 0.04 -0.03
H -0.823 3.115 -1.178 0.00 0.06 -0.01
```
Positions in Å, forces in eV/Å.

No. 6
The following is a DFT calculation (the ωB97M-V functional and the def2-TZVPD basis) of a 2-piece molecular cluster, C6H16NO overall at a distorted geometry.

Orbital gap ... 0.3673 Eh
Electronic energy ... -367.91920 a.u.
Energy relative to the best compared isomer or geometry (same formula, charge and spin) ... 1.7211 eV
Net charge ... +1

Structure (XYZ):
```
24
Properties=species:S:1:pos:R:3:forces:R:3
O -1.651 1.006 -3.100 0.31 -0.07 0.33
N -0.489 0.729 -0.751 -0.68 -0.80 0.70
C 1.370 -0.273 1.293 0.08 2.21 0.75
C -0.647 -0.751 -0.417 1.66 -1.10 0.62
C 0.808 0.869 2.160 1.32 -0.45 0.06
C 1.461 1.445 3.159 -1.12 0.98 1.49
C -0.381 -1.574 -1.667 -0.80 -0.19 -0.30
C 0.247 -1.143 0.820 -0.43 -2.21 -0.51
H -1.374 1.189 -0.541 0.30 0.34 0.30
H -1.611 -0.990 0.001 -0.81 0.65 -0.72
H 2.318 1.164 3.756 0.49 -0.69 -0.88
H 0.618 -1.490 -2.108 -0.13 0.27 0.27
H 2.166 -0.794 1.825 -0.33 -0.24 0.11
H 0.611 -2.166 0.632 0.29 0.40 -0.58
H -0.145 1.293 1.857 -0.08 0.07 0.07
H 1.007 2.289 3.699 -0.16 -0.20 -0.58
H -1.530 0.807 -4.028 -0.14 0.06 -0.36
H -1.152 -1.270 -2.383 0.38 -0.12 -0.24
H -0.567 -2.639 -1.493 0.12 0.24 0.26
H 0.263 1.027 -0.131 0.00 0.76 -0.34
H -2.477 1.477 -2.997 -0.34 0.20 -0.33
H 1.956 0.312 0.545 -0.43 -0.87 -0.41
H -0.451 -1.446 1.622 0.35 1.01 0.15
H -0.351 0.927 -1.753 0.15 -0.25 0.13
```
Positions in Å, forces in eV/Å.

No. 7
The following is a DFT calculation (the ωB97M-V functional and the def2-TZVPD basis) of a 2-piece molecular cluster, C6H16NO2 overall at a distorted geometry.

Orbital gap ... 0.2433 Eh
Electronic energy ... -443.43261 a.u.
Energy relative to the best compared isomer or geometry (same formula, charge and spin) ... 0.8945 eV
Net charge ... -1

Structure (XYZ):
```
25
Properties=species:S:1:pos:R:3:forces:R:3
O -0.338 1.380 -3.713 0.14 0.19 0.44
O -0.775 3.044 -1.883 -0.06 -0.08 0.25
N 0.388 -1.777 1.046 0.52 0.03 -0.16
C -1.506 1.235 -0.437 -0.24 0.46 0.23
C 0.790 -1.251 2.340 -0.18 0.05 0.11
C 1.504 -2.540 0.468 -0.23 0.57 0.30
C -0.493 2.370 -0.713 -0.32 0.13 -0.99
C 0.039 -0.677 0.132 -0.48 -0.24 0.00
C -1.114 0.203 0.612 0.11 -0.45 0.17
H 1.415 -2.523 -0.615 -0.07 -0.34 -0.05
H 1.512 -3.558 0.859 0.01 -0.08 -0.10
H -2.451 1.719 -0.149 0.11 -0.10 0.00
H -0.306 -1.148 -0.790 0.11 0.04 -0.15
H -1.712 0.752 -1.391 0.10 -0.17 -0.15
H 0.528 1.927 -0.759 0.04 0.03 0.31
H -0.565 2.155 -2.987 -0.03 -0.21 -0.11
H -0.896 0.639 1.594 0.17 0.32 -0.20
H -0.540 3.067 0.140 0.28 -0.05 0.35
H 2.472 -2.071 0.710 0.03 -0.01 -0.05
H 1.333 -1.993 2.921 -0.05 -0.28 0.00
H 0.369 0.932 -3.231 -0.06 -0.05 -0.26
H -1.946 -0.478 0.809 -0.17 -0.04 -0.04
H -0.084 -0.949 2.918 0.06 0.06 0.00
H 1.460 -0.385 2.240 0.05 0.13 -0.03
H 0.918 -0.073 -0.121 0.15 0.09 0.12
```
Positions in Å, forces in eV/Å.

No. 8
The following is a DFT calculation (the ωB97M-V functional and the def2-TZVPD basis) of an isolated ion of composition C6H16NO3 and charge +1 at a distorted geometry.

Orbital gap ... 0.4579 Eh
Electronic energy ... -518.17349 a.u.
Energy relative to the best compared isomer or geometry (same formula, charge and spin) ... 6.6822 eV
Net charge ... +1

Structure (XYZ):
```
26
Properties=species:S:1:pos:R:3:forces:R:3
O -1.091 0.874 0.755 2.60 0.24 -0.40
O -0.084 0.446 -1.358 0.70 0.28 -0.16
O -0.613 -1.269 -0.037 0.22 -0.30 0.00
N -0.128 0.025 -0.098 -3.14 1.09 1.59
C -1.180 0.068 -2.178 -0.96 -0.62 -1.54
C -2.452 0.605 0.941 -0.03 0.11 -0.15
C -0.700 -1.802 1.281 1.05 0.81 2.77
C 1.156 0.399 0.547 2.89 1.59 0.02
C 1.644 1.797 0.003 -0.27 0.83 -2.68
C 2.291 -0.597 0.203 -1.22 -2.21 -0.90
H -2.136 0.573 -1.800 1.38 -0.70 -0.97
H 0.902 0.478 1.621 0.32 -0.16 -0.71
H 0.150 -2.389 1.575 0.80 -0.10 -0.47
H -1.201 -1.028 -2.102 -0.73 0.42 -0.31
H 1.906 -1.186 -0.758 1.12 0.96 2.05
H -2.969 1.169 0.232 -1.23 0.91 -1.06
H 2.467 2.211 0.534 0.77 -0.42 1.11
H -1.517 -2.411 1.536 -1.61 -1.07 -1.39
H -2.686 0.952 1.930 0.10 0.28 0.56
H -0.853 0.288 -3.275 -0.76 0.14 2.26
H 2.074 1.861 -1.114 -1.18 -0.99 2.33
H -2.775 -0.392 0.880 -0.05 -1.57 -0.21
H 2.403 -1.323 1.075 0.17 0.80 -1.42
H 0.941 2.636 0.018 -0.49 -0.58 0.19
H 3.263 -0.126 -0.087 -1.06 -0.24 0.55
H -0.864 -1.098 2.127 0.60 0.50 -1.07
```
Positions in Å, forces in eV/Å.

No. 9
The following is a DFT calculation (the ωB97M-V functional and the def2-TZVPD basis) of C6H16NO5Tl as an isolated structure at a distorted geometry.

Orbital gap ... 0.2496 Eh
Electronic energy ... -841.34092 a.u.
Energy relative to the best compared isomer or geometry (same formula, charge and spin) ... 0.0000 eV

Structure (XYZ):
```
29
Properties=species:S:1:pos:R:3:forces:R:3
Tl 0.414 22.151 5.899 -3.49 -3.42 3.85
O 0.282 24.555 6.283 4.55 4.45 1.47
O -0.402 23.464 4.238 2.15 -0.51 -6.47
O 1.104 20.171 6.680 -0.68 2.08 0.40
O 1.824 23.476 5.384 6.41 -3.07 -1.99
O -1.325 23.551 6.308 -4.63 -5.40 0.44
N 1.266 21.030 4.041 -0.71 -0.74 0.94
C 1.888 25.857 5.140 -0.48 -0.10 -1.82
C -1.432 24.373 3.936 -0.64 2.09 -0.76
C 1.298 24.540 5.604 -1.96 6.32 2.61
C 0.263 23.035 2.941 -1.00 -1.18 0.11
C 2.164 21.413 1.982 -0.76 2.40 -0.37
C 1.508 22.118 3.170 0.89 1.19 -1.14
H 2.185 20.658 4.234 0.07 -0.20 0.94
H -1.691 24.894 4.858 -0.02 0.34 -0.26
H 1.017 20.432 7.618 0.20 -0.78 -0.27
H 2.193 25.756 4.098 1.02 -0.28 -0.03
H 2.684 26.246 5.774 -0.13 -0.17 -0.10
H 2.387 22.266 1.341 0.29 -0.68 -1.06
H 3.091 20.945 2.315 -0.15 -0.05 -0.13
H -2.348 23.904 3.578 0.20 -0.11 -0.48
H 1.103 26.589 4.952 -0.19 0.09 1.03
H -0.530 22.504 2.414 -0.11 -0.57 -0.02
H 0.876 20.297 3.465 -0.78 -0.37 0.38
H -1.495 23.669 5.354 -0.91 -1.33 3.67
H 2.252 22.762 3.639 -0.07 -0.20 -0.26
H -1.065 25.204 3.333 -0.01 -0.33 -0.70
H 0.434 23.851 2.239 0.57 0.51 0.64
H 1.431 20.702 1.599 0.37 -0.01 -0.62
```
Positions in Å, forces in eV/Å.

No. 10
The following is a DFT calculation (the ωB97M-V functional and the def2-TZVPD basis) of a 2-piece molecular cluster, C6H16NS overall at a distorted geometry.

Orbital gap (alpha / beta) ... 0.2023 / 0.3170 Eh
Electronic energy ... -690.69653 a.u.
Multiplicity ... 3
Energy relative to the best compared isomer or geometry (same formula, charge and spin) ... 0.5284 eV
Net charge ... +1
<S²> ... 2.008

Structure (XYZ):
```
24
Properties=species:S:1:pos:R:3:forces:R:3
S -0.027 0.965 -0.761 -1.49 3.01 1.35
N -3.465 0.935 0.208 -2.61 2.36 -1.84
C 3.489 -0.653 0.617 -0.97 -1.00 -0.88
C -2.491 0.203 -0.642 -1.09 0.47 -1.80
C 2.185 -0.631 -0.257 -0.44 -0.28 6.06
C 1.904 1.490 1.038 0.14 2.69 -1.64
C -2.799 -1.248 -0.678 0.63 0.07 0.41
C 1.441 0.594 -0.082 2.30 1.17 2.16
H 4.004 -1.530 0.295 0.57 -0.80 -0.16
H -3.811 1.929 -0.210 1.37 -2.72 1.23
H -0.228 0.126 -1.671 0.17 -2.14 -1.96
H -2.983 -1.582 0.335 -0.13 -0.47 0.21
H -3.357 1.053 1.211 0.89 -0.02 0.26
H -1.940 -1.787 -1.056 0.22 -0.19 -0.04
H 1.537 -1.385 0.231 0.05 -0.49 -0.63
H 1.206 2.239 1.397 -0.71 0.09 -0.36
H 2.266 1.099 1.934 0.42 -1.62 1.25
H 2.367 -0.868 -1.194 0.93 -1.35 -4.57
H 3.358 -0.794 1.715 -0.04 0.73 -0.98
H -3.633 -1.512 -1.334 -0.20 0.17 0.03
H 4.082 0.156 0.254 0.68 0.80 0.62
H -2.467 0.687 -1.651 0.21 -0.18 1.13
H -4.303 0.340 0.120 -0.17 0.37 0.26
H 2.775 2.149 0.735 -0.71 -0.67 -0.13
```
Positions in Å, forces in eV/Å.